Record 1
ORCA calculation (the ωB97M-V functional and the def2-TZVPD basis) on 3 unconnected molecules or ions with the total composition C4H10IN2O2 in a non-equilibrium geometry.

The calculation puts the total energy at -19489.64875 eV. The calculation puts the HOMO-LUMO gap at 6.9 eV. As for the net charge: -1. As for the energy above the lowest of the compared OMol25 structures with the same formula, charge and spin: 1.2068 eV. The highest occupied orbital energy is -0.1309 Eh.

XYZ file:
```
19
Properties=species:S:1:pos:R:3:forces:R:3
I 0.14285 2.40437 -0.98251 0.138 0.216 0.033
O -2.74406 -0.21189 0.63404 -0.002 0.050 0.731
C -3.12381 0.61153 1.45343 -0.630 -0.496 -1.037
N -2.72401 1.90070 1.42256 0.388 -0.251 0.039
C -4.21117 0.25547 2.46339 0.552 -0.570 0.379
H -1.94536 2.12898 0.79363 -0.284 0.184 0.035
H -3.21421 2.59140 1.95541 0.238 0.152 0.084
H -4.20502 0.91876 3.32915 -0.454 0.222 -0.187
H -4.02224 -0.74475 2.86192 0.303 0.048 -0.149
H -5.16895 0.13639 1.95962 -0.105 0.543 0.040
O 1.72314 -1.35987 -1.51010 0.965 0.432 -0.148
C 2.89265 -1.03027 -1.69428 -2.008 -1.449 -0.328
N 3.29620 0.24024 -1.86949 0.483 0.984 0.034
C 3.92392 -2.13914 -1.83322 0.540 0.859 0.370
H 2.63715 1.01481 -1.77331 -0.291 -0.430 0.241
H 4.25479 0.48235 -1.68396 0.037 -0.136 -0.193
H 4.83482 -1.75162 -2.30013 0.109 -0.246 0.223
H 3.55039 -2.97196 -2.41659 -0.290 0.073 -0.021
H 4.10291 -2.47551 -0.80956 0.311 -0.183 -0.147
```
Forces are in eV/Å.

***

Record 2
ORCA calculation (the ωB97M-V functional and the def2-TZVPD basis) on 2 unconnected molecules or ions with the total composition C4H10IN2S in a non-equilibrium geometry.

The calculation puts the total energy at -26218.41488 eV. The calculation puts the HOMO-LUMO gap at 7.7 eV. As for the net charge: +1. As for the energy above the lowest of the compared OMol25 structures with the same formula, charge and spin: 0.0954 eV. The highest occupied orbital energy is -0.4473 Eh.

XYZ file:
```
18
Properties=species:S:1:pos:R:3:forces:R:3
C -0.26656 1.78323 0.53543 0.060 0.346 0.157
C -0.00072 1.24447 -0.78759 -0.052 -0.478 -0.976
C -0.59085 0.31657 0.17634 -0.757 -0.200 -0.013
C 0.91842 2.25741 1.34291 -0.024 -0.143 0.097
N -0.34559 -2.72668 -1.38919 -0.032 0.196 0.496
N 0.13892 -0.88059 0.55318 0.133 0.191 0.277
S 0.72390 1.28715 -2.21187 -0.165 0.034 0.433
I -2.69222 -0.19819 -0.06864 0.707 0.295 0.059
H -1.13706 2.42336 0.64022 -0.143 -0.136 -0.032
H 1.79442 1.63593 1.16783 0.090 -0.028 0.065
H 0.68918 2.28184 2.40533 0.025 -0.018 0.060
H 1.16124 3.26727 1.01521 0.045 0.001 0.034
H -0.13266 -1.97920 -0.56578 -0.003 -0.296 -0.343
H -1.35442 -2.71257 -1.56690 0.210 0.030 -0.097
H 1.13754 -0.67843 0.58085 0.010 0.003 0.015
H -0.13688 -1.18393 1.48893 0.055 0.067 -0.138
H -0.07521 -3.66410 -1.08103 -0.024 0.163 -0.157
H 0.16854 -2.47354 -2.23522 -0.133 -0.027 0.063
```
Forces are in eV/Å.

***

Record 3
ORCA calculation (the ωB97M-V functional and the def2-TZVPD basis) on 2 unconnected molecules or ions with the total composition C4H10N in a non-equilibrium geometry.

The calculation puts the total energy at -5790.94028 eV. The calculation puts the HOMO-LUMO gap at 9.8 eV. As for the net charge: +1. As for the energy above the lowest of the compared OMol25 structures with the same formula, charge and spin: 2.9176 eV. The highest occupied orbital energy is -0.5008 Eh.

XYZ file:
```
15
Properties=species:S:1:pos:R:3:forces:R:3
C 0.59125 0.98240 -1.34037 -1.952 -3.056 -0.791
C -1.03050 -0.59563 -0.05751 0.386 -1.015 -0.101
C -0.03387 0.08050 -0.61024 -2.555 0.137 -0.445
C -2.42630 0.01412 0.12867 0.549 1.573 -2.730
N 2.06539 -0.38665 0.98087 2.908 2.476 0.512
H 0.51806 0.95986 -2.41381 0.020 0.129 -0.257
H 1.23775 1.59270 -0.88334 2.449 2.808 1.301
H -0.94161 -1.71362 0.20242 0.054 1.828 -0.375
H 2.16786 0.16731 1.85510 -0.457 -0.441 -0.603
H -2.99580 -0.54613 0.82022 -0.583 -0.103 0.967
H -2.96177 -0.04411 -0.87540 0.602 -0.442 1.067
H -2.42029 1.14444 0.22754 0.177 -1.468 0.672
H 3.01296 -0.54294 0.63175 0.156 -0.333 0.156
H 1.59990 0.12148 0.21821 -0.498 0.063 0.082
H 1.61697 -1.23373 1.11588 -1.256 -2.157 0.544
```
Forces are in eV/Å.

***

Record 4
ORCA calculation (the ωB97M-V functional and the def2-TZVPD basis) on 2 unconnected molecules or ions with the total composition C4H10N in a non-equilibrium geometry.

The calculation puts the total energy at -5790.46646 eV. The calculation puts the HOMO-LUMO gap at 6.9 eV. As for the net charge: +1. As for the energy above the lowest of the compared OMol25 structures with the same formula, charge and spin: 3.3914 eV. The highest occupied orbital energy is -0.4688 Eh.

XYZ file:
```
15
Properties=species:S:1:pos:R:3:forces:R:3
C -1.26285 -0.71375 1.35344 0.630 0.742 1.177
N -2.03530 0.13055 0.79891 -1.737 -0.583 1.070
H -1.55811 -1.69514 1.73585 -0.203 0.031 -1.007
H -0.27952 -0.35675 1.63604 -0.011 -0.034 -0.004
H -1.90902 1.13815 0.87253 0.808 -0.093 -0.721
H -3.00416 -0.13429 0.61862 0.121 -0.021 -0.150
C 1.58854 -0.69916 -0.22021 1.227 -0.191 -0.395
C 0.60024 0.27794 -0.74789 -0.921 -0.795 -2.073
C 0.79052 1.44087 -1.39655 1.289 -0.538 0.665
H 1.89559 -1.45122 -0.98200 0.037 0.621 0.313
H 2.45766 -0.17605 0.20486 -0.047 -0.340 -0.330
H 1.20149 -1.32933 0.58349 -0.219 0.106 0.096
H -0.29348 -0.24635 -1.13355 -0.660 0.653 1.327
H 0.01647 2.18295 -1.52862 -0.284 -0.419 -0.902
H 1.79193 1.63158 -1.79493 -0.030 0.861 0.933
```
Forces are in eV/Å.

***

Record 5
ORCA calculation (the ωB97M-V functional and the def2-TZVPD basis) on 2 unconnected molecules or ions with the total composition C4H10N in a non-equilibrium geometry.

The calculation puts the total energy at -5790.07238 eV. The calculation puts the HOMO-LUMO gap at 5.9 eV. As for the net charge: +1. As for the energy above the lowest of the compared OMol25 structures with the same formula, charge and spin: 3.7855 eV. The highest occupied orbital energy is -0.4294 Eh.

XYZ file:
```
15
Properties=species:S:1:pos:R:3:forces:R:3
C -4.02112 -0.60361 -2.75087 0.843 0.486 0.008
C -3.96889 -0.79795 -1.41548 1.913 1.309 -1.672
H -4.74394 -1.21660 -3.27572 0.426 -0.294 -0.371
H -3.34369 0.06216 -3.42825 -1.733 -0.628 1.757
H -4.16740 -1.74162 -1.01424 -1.660 -1.139 0.617
H -3.37588 -0.20525 -0.72562 0.216 0.266 -0.336
C 2.06896 -0.70996 1.11023 -2.527 0.502 -0.472
C 3.13052 1.47362 1.92458 -1.301 -5.931 -0.295
N 2.45507 0.79907 1.01700 1.110 -0.250 2.285
H 2.71168 -1.27684 1.72653 1.117 0.230 1.222
H 2.28425 -1.18658 0.11523 -0.997 0.876 0.669
H 0.95084 -0.89655 1.59835 2.835 0.901 -1.874
H 3.53158 0.97310 2.85522 -0.895 0.589 -1.091
H 3.45346 2.37686 1.65177 0.909 3.801 -0.703
H 2.25679 1.34520 0.16699 -0.256 -0.718 0.257
```
Forces are in eV/Å.

***

Record 6
ORCA calculation (the ωB97M-V functional and the def2-TZVPD basis) on 2 unconnected molecules or ions with the total composition C4H10N in a non-equilibrium geometry.

The calculation puts the total energy at -5775.45540 eV. The calculation puts the HOMO-LUMO gap (alpha / beta) at 9.3 / 6.5 eV. As for the net charge: +2. As for the energy above the lowest of the compared OMol25 structures with the same formula, charge and spin: 3.6638 eV. The highest occupied orbital energy (alpha / beta) is -0.7266 / -0.7266 Eh. As for the spin multiplicity: 2.

XYZ file:
```
15
Properties=species:S:1:pos:R:3:forces:R:3
C 0.86650 1.87398 0.58340 -0.417 0.707 -1.205
C 0.84391 2.01345 -0.96404 0.393 0.274 0.357
C 0.29828 0.73731 -1.37165 -0.489 0.544 -1.123
C -0.03628 -0.07795 -0.41158 0.923 -0.252 -0.615
N -1.61736 -3.51778 1.31427 -1.148 0.166 -0.942
H 0.76187 0.70967 0.70460 -0.145 -0.928 0.325
H 1.76977 2.19717 1.08223 0.283 -0.444 0.297
H -0.00944 2.29817 1.04664 -0.254 0.031 0.242
H 0.26831 2.85109 -1.34841 -0.106 0.194 0.074
H 1.83078 2.09944 -1.41591 0.294 0.144 0.109
H 0.13890 0.47113 -2.42502 -0.318 -0.110 0.229
H 0.11157 -1.15366 -0.36505 0.126 0.213 1.093
H -1.30786 -2.62915 0.89292 0.023 -0.357 0.610
H -2.45365 -3.50807 1.92612 0.533 -0.009 0.187
H -1.46530 -4.36480 0.75150 0.303 -0.172 0.362
```
Forces are in eV/Å.

***

Record 7
ORCA calculation (the ωB97M-V functional and the def2-TZVPD basis) on 2 unconnected molecules or ions with the total composition C4H10N2 in a non-equilibrium geometry.

The calculation puts the total energy at -7287.08953 eV. The calculation puts the HOMO-LUMO gap (alpha / beta) at 2.4 / 7.7 eV. As for the net charge: -1. As for the energy above the lowest of the compared OMol25 structures with the same formula, charge and spin: 1.3708 eV. The highest occupied orbital energy (alpha / beta) is 0.0433 / -0.1481 Eh. As for the spin multiplicity: 2.

XYZ file:
```
16
Properties=species:S:1:pos:R:3:forces:R:3
C -4.05204 0.83664 -0.26363 0.168 -0.529 0.505
C -2.76752 0.19015 -0.76185 -0.904 0.018 0.072
C -2.07782 -0.74557 -0.02278 -0.234 1.477 -0.413
H -4.85754 1.00311 -0.98138 0.050 -0.104 -0.113
H -3.78228 1.82823 0.16063 0.020 0.032 -0.204
H -4.42982 0.29637 0.61394 -0.169 -0.085 -0.285
H -2.44159 0.74066 -1.65056 0.934 -0.060 0.509
H -1.00172 -0.57141 0.21886 -0.222 -0.896 -0.659
H -2.70404 -1.38094 0.59561 0.384 0.168 0.564
N 4.65514 -0.31001 1.17341 0.586 0.129 0.954
C 3.65423 -0.21074 0.24726 -0.106 0.269 -1.484
N 3.53895 -1.03805 -0.71419 0.495 -0.015 0.330
H 5.27019 -1.09343 1.03097 -0.019 -0.175 -0.251
H 5.19356 0.52919 1.38478 -0.647 -0.145 0.000
H 2.98542 0.64869 0.31725 0.213 0.079 0.356
H 2.81688 -0.72288 -1.34832 -0.549 -0.162 0.118
```
Forces are in eV/Å.

***

Record 8
ORCA calculation (the ωB97M-V functional and the def2-TZVPD basis) on 2 unconnected molecules or ions with the total composition C4H10N2 in a non-equilibrium geometry.

The calculation puts the total energy at -7287.05671 eV. The calculation puts the HOMO-LUMO gap (alpha / beta) at 2.4 / 7.0 eV. As for the net charge: -1. As for the energy above the lowest of the compared OMol25 structures with the same formula, charge and spin: 1.4037 eV. The highest occupied orbital energy (alpha / beta) is 0.0426 / -0.1318 Eh. As for the spin multiplicity: 2.

XYZ file:
```
16
Properties=species:S:1:pos:R:3:forces:R:3
C 1.69055 0.50264 -1.22671 0.468 -0.445 -0.469
C 1.27942 0.42452 -2.49217 -0.695 1.633 0.450
N -0.07133 0.38247 -2.91444 0.029 -0.783 -0.646
H 1.07314 0.29166 -0.35730 -0.020 -0.025 0.040
H 2.73846 0.76408 -1.10169 -0.149 -0.151 0.259
H 1.90315 0.81712 -3.29155 0.293 -0.437 0.015
H -0.66467 -0.28108 -2.43111 0.137 0.153 0.349
H -0.11793 0.16016 -3.90294 -0.095 0.032 0.123
C -1.79496 -0.11895 1.57326 2.520 -0.025 0.269
C 0.06779 -0.63993 2.94888 -0.228 -0.125 1.517
N -0.36862 -0.39031 1.74963 -0.259 -0.310 -1.985
H -2.04434 -0.43525 0.56623 -0.476 0.097 -0.105
H -2.37335 -0.64340 2.32656 -0.622 0.063 0.192
H -1.81345 0.97593 1.66635 -1.025 0.272 0.082
H 1.11207 -0.86498 3.13448 0.101 0.099 -0.146
H -0.61594 -0.94468 3.75251 0.021 -0.051 0.055
```
Forces are in eV/Å.

***

Record 9
ORCA calculation (the ωB97M-V functional and the def2-TZVPD basis) on a single C4H10N2 molecule in a non-equilibrium geometry.

The calculation puts the total energy at -7287.11591 eV. As for the SMILES: CCC/N=N\C. The calculation puts the HOMO-LUMO gap at 9.4 eV. As for the net charge: 0. As for the energy above the lowest of the compared OMol25 structures with the same formula, charge and spin: 3.5036 eV. The highest occupied orbital energy is -0.3067 Eh.

XYZ file:
```
16
Properties=species:S:1:pos:R:3:forces:R:3
C -2.34092 -0.24208 0.39301 0.184 -0.241 0.004
C -1.21817 0.49245 -0.28687 1.409 -0.771 -2.529
C 0.18832 -0.65168 -0.74974 -2.545 2.305 0.775
N 0.47273 -0.59125 0.60532 1.144 -1.410 2.333
N 1.46398 -0.08570 1.15188 -0.112 -0.250 -0.149
C 2.56198 0.41488 0.32733 0.040 0.321 -0.438
H -2.06109 -0.51776 1.40707 -0.059 -0.001 0.013
H -2.60007 -1.15246 -0.14776 -0.044 -0.023 -0.013
H -3.23517 0.38616 0.41994 0.081 0.021 0.034
H -1.47664 0.82741 -1.28905 -0.384 0.234 -0.008
H -0.85000 1.34330 0.27963 0.336 -0.223 0.006
H 0.95116 -0.36555 -1.47808 -0.366 0.254 -0.091
H -0.41454 -1.51756 -1.00428 0.313 -0.141 0.000
H 2.22785 1.23574 -0.32553 0.114 -0.082 0.114
H 3.32895 0.78744 1.00362 -0.040 0.011 -0.088
H 3.00164 -0.36334 -0.30648 -0.071 -0.006 0.038
```
Forces are in eV/Å.

***

Record 10
ORCA calculation (the ωB97M-V functional and the def2-TZVPD basis) on a single C4H10N2 molecule in a non-equilibrium geometry.

The calculation puts the total energy at -7289.87950 eV. As for the SMILES: CC/N=C(\C)N. The calculation puts the HOMO-LUMO gap at 9.4 eV. As for the net charge: 0. As for the energy above the lowest of the compared OMol25 structures with the same formula, charge and spin: 0.7400 eV. The highest occupied orbital energy is -0.3046 Eh.

XYZ file:
```
16
Properties=species:S:1:pos:R:3:forces:R:3
C 2.09290 0.62364 -0.58510 0.719 -1.315 1.719
C 1.35945 -0.61929 0.18179 0.455 2.845 -2.049
N 0.15936 -0.58539 -0.57704 -1.719 -1.040 -0.107
C -0.98291 -0.21497 -0.16234 0.363 -0.587 -0.097
C -1.38216 0.19881 1.23217 -0.262 0.996 -0.370
N -2.02861 -0.24706 -1.06854 0.183 0.265 0.228
H 3.03287 0.79037 -0.07303 0.505 0.261 -0.036
H 1.54705 1.56849 -0.57806 -0.326 -0.365 0.143
H 2.30892 0.32864 -1.60870 -0.180 -0.046 0.007
H 1.91839 -1.51476 -0.09388 -0.022 -0.011 0.450
H 1.25744 -0.46531 1.26393 0.210 -0.094 -0.143
H -0.54372 0.56643 1.81474 0.096 0.010 -0.029
H -1.81339 -0.63984 1.75340 -0.257 -0.320 0.215
H -2.13570 1.01731 1.17068 0.442 -0.566 0.137
H -1.82557 -0.72144 -1.94140 -0.402 0.197 0.340
H -2.96431 -0.08562 -0.72860 0.195 -0.231 -0.406
```
Forces are in eV/Å.